(1)
65
Properties=species:S:1:pos:R:3:forces:R:3 method="wB97M-V/def2-TZVPD" lumo_ev="-1.00 / -1.05" multiplicity=2 s_squared=0.771 energy_ev=-82739.6217
C 1.407 -0.058 2.501 -0.19 -0.47 0.09
C 0.868 1.907 1.124 -1.11 0.39 -0.18
H 0.771 -0.938 2.357 -0.06 0.40 -0.45
H 0.862 0.709 3.056 0.28 -0.28 -0.21
H 2.303 -0.367 3.049 -0.04 0.24 -0.28
H 0.760 2.398 0.150 0.21 -0.32 -0.11
H -0.118 1.557 1.431 0.35 0.17 -0.05
H 1.320 2.600 1.837 -0.12 -0.34 -0.10
C 3.172 -2.422 1.074 0.72 0.12 -0.99
C 4.064 -3.486 0.874 -0.15 0.44 -0.15
C 4.951 -3.427 -0.207 -0.30 0.33 0.07
C 4.928 -2.314 -1.053 -0.38 0.44 0.06
H 2.473 -2.402 1.905 0.08 -0.06 -0.19
H 4.048 -4.324 1.568 0.07 0.15 -0.24
H 5.657 -4.236 -0.389 -0.17 0.19 0.05
H 5.604 -2.205 -1.904 -0.18 -0.33 0.42
N 3.150 -1.360 0.248 0.57 -0.77 -0.10
C 4.007 -1.279 -0.805 -0.11 -1.45 1.23
C 3.923 -0.044 -1.584 -0.34 1.67 -0.70
N 2.980 0.844 -1.167 0.47 0.34 -0.44
C 2.872 2.052 -1.751 0.68 -0.89 -0.31
C 4.658 1.520 -3.279 -0.25 -0.17 0.32
C 3.692 2.424 -2.825 -0.10 -0.29 0.31
H 2.127 2.726 -1.336 0.11 -0.16 -0.13
H 3.563 3.412 -3.267 0.12 -0.32 0.05
C 4.783 0.277 -2.650 -0.36 -0.12 0.43
H 5.536 -0.460 -2.939 -0.25 0.50 -0.11
H 5.316 1.779 -4.107 -0.16 -0.04 0.20
Cu 2.054 0.318 0.577 -1.78 0.42 1.45
C 3.335 1.341 1.767 1.92 0.53 0.81
H 3.681 2.189 1.162 -0.11 -0.15 0.04
H 4.157 0.637 1.951 -0.02 0.17 0.00
H 2.918 1.693 2.721 0.34 -0.11 -0.50
C -5.908 -1.036 -2.206 -0.20 -0.08 -0.08
C -4.782 -0.047 -2.042 0.11 0.26 -0.04
C -4.219 0.478 -3.200 0.47 0.30 -0.11
C -3.166 1.399 -3.145 -0.44 -0.05 0.16
C -2.650 1.774 -1.911 -0.21 -0.44 -0.01
C -3.163 1.186 -0.745 -0.33 -0.23 -0.82
N -2.513 1.450 0.452 0.59 1.15 1.10
C -2.251 0.528 1.483 -0.03 -0.06 0.36
C -2.602 0.830 2.812 -0.03 -0.50 -0.49
C -2.594 -0.190 3.754 0.27 -0.15 0.24
C -2.186 -1.485 3.391 0.06 -0.11 0.05
C -1.681 -1.730 2.112 -0.03 0.40 0.33
C -1.638 -0.695 1.183 0.06 0.31 -0.25
C -0.964 -0.878 -0.178 -0.81 -0.65 -0.81
O -1.689 -1.443 -1.019 1.03 0.39 0.51
O 0.235 -0.457 -0.332 -0.44 -0.36 0.03
C -4.303 0.353 -0.788 0.51 0.17 -0.49
C -4.974 -0.121 0.460 -0.19 -0.25 0.30
H -5.584 -1.884 -2.822 0.01 0.15 0.15
H -6.276 -1.432 -1.258 0.07 0.01 -0.18
H -6.751 -0.570 -2.731 0.08 -0.07 0.12
H -4.621 0.154 -4.160 0.16 0.10 0.11
H -2.744 1.808 -4.062 -0.11 -0.06 0.16
H -1.808 2.462 -1.818 -0.13 -0.25 -0.11
H -2.138 2.386 0.584 -0.21 -0.39 -0.16
H -2.929 1.841 3.051 -0.13 -0.25 0.01
H -2.921 0.020 4.778 0.14 -0.14 -0.38
H -2.225 -2.304 4.116 -0.03 0.36 -0.19
H -1.296 -2.702 1.809 -0.09 0.10 0.22
H -6.059 -0.161 0.307 0.19 0.03 0.11
H -4.781 0.541 1.306 -0.01 -0.10 -0.14
H -4.640 -1.133 0.733 -0.04 0.19 0.05

---

(2)
73
Properties=species:S:1:pos:R:3:forces:R:3 method="wB97M-V/def2-TZVPD" charge=-2 lumo_ev="3.94 / 3.93" multiplicity=4 s_squared=3.798 energy_ev=-118244.3871
W 0.212 -0.529 0.322 -0.63 0.63 -0.22
C 4.157 1.711 0.114 -0.02 -0.12 0.11
C 3.003 0.829 0.479 -0.05 0.02 -0.12
N 1.895 0.817 -0.275 -0.05 0.25 0.32
N 2.084 1.424 -1.485 0.15 -0.01 -0.31
C 1.076 1.527 -2.261 -0.26 0.13 0.24
N 1.289 2.020 -3.552 -0.02 0.28 -0.11
S -0.559 1.203 -1.797 0.37 -0.51 0.59
C 3.003 -0.009 1.590 -0.18 -0.02 -0.14
C 4.130 -0.179 2.435 0.07 0.02 0.09
C 4.041 -0.942 3.556 -0.05 0.08 -0.03
C 2.800 -1.530 3.869 0.07 0.01 0.11
C 1.756 -1.374 2.995 -0.14 0.00 0.00
N 1.816 -0.678 1.845 0.37 0.13 0.47
H 3.776 2.636 -0.314 0.05 0.01 -0.01
H 4.802 1.236 -0.631 0.00 0.03 -0.02
H 4.744 1.948 1.001 0.03 0.01 -0.04
H 2.221 1.819 -3.884 0.03 -0.06 0.03
H 0.573 1.706 -4.186 0.01 -0.05 -0.07
H 5.058 0.303 2.163 0.01 -0.06 0.00
H 4.904 -1.095 4.194 0.02 0.02 -0.02
H 2.664 -2.130 4.758 -0.04 -0.01 -0.02
H 0.804 -1.822 3.226 -0.02 -0.02 -0.07
S 3.675 -3.547 0.551 -0.03 -0.04 -0.09
Sb 1.626 -3.691 -0.475 0.45 -0.46 -0.23
S 1.288 -1.587 -1.661 0.37 -0.55 -0.08
S -0.142 -2.841 1.157 0.07 -0.33 -0.07
N -1.531 -1.202 -0.694 -0.81 -0.10 -1.46
S -1.599 -1.446 -2.303 -0.36 0.29 0.70
C -1.995 -3.172 -2.556 0.04 -0.57 0.51
C -3.110 -3.761 -1.961 0.10 0.25 -0.18
C -3.286 -5.130 -2.035 -0.10 -0.11 0.02
C -2.350 -5.922 -2.689 0.15 0.14 -0.06
C -1.222 -5.337 -3.251 -0.19 -0.29 0.00
C -1.036 -3.968 -3.175 -0.03 0.42 -0.10
C -3.242 -0.765 -2.665 0.08 0.30 -0.34
C -3.841 -1.017 -3.897 0.13 -0.21 0.15
C -4.976 -0.320 -4.272 -0.12 0.04 -0.06
C -5.510 0.650 -3.433 0.06 0.04 0.15
C -4.902 0.911 -2.211 -0.13 -0.04 -0.13
C -3.767 0.213 -1.830 0.11 -0.21 0.13
H -2.234 -1.760 -0.228 0.12 -0.02 0.39
H -3.832 -3.135 -1.450 -0.02 -0.05 0.05
H -4.146 -5.588 -1.561 -0.01 0.02 -0.02
H -2.490 -6.994 -2.743 0.02 -0.01 0.03
H -0.471 -5.957 -3.723 0.02 0.03 -0.01
H -0.143 -3.499 -3.570 0.04 -0.02 0.07
H -3.414 -1.777 -4.542 -0.04 0.05 -0.07
H -5.449 -0.524 -5.226 0.03 -0.03 0.00
H -6.391 1.206 -3.728 0.00 -0.02 -0.03
H -5.302 1.668 -1.548 -0.02 0.01 -0.02
H -3.283 0.414 -0.882 0.08 0.00 -0.02
C -1.572 1.851 3.002 0.07 -0.26 -0.13
Si -0.354 1.746 1.504 -0.32 0.94 0.82
C -1.078 3.221 0.490 0.19 -0.22 -0.05
C 1.135 2.635 2.371 0.03 -0.25 -0.19
C 1.676 3.832 1.899 -0.05 0.00 -0.12
C 2.732 4.467 2.541 0.06 0.03 0.06
C 3.295 3.902 3.677 0.01 0.04 -0.02
C 2.774 2.714 4.171 0.04 -0.01 0.04
C 1.705 2.103 3.533 -0.12 0.03 0.06
H -1.636 2.881 3.367 0.08 0.05 -0.10
H -1.243 1.213 3.825 -0.03 0.01 -0.01
H -2.576 1.519 2.722 0.02 -0.01 0.00
H -1.257 4.088 1.135 0.05 -0.09 0.15
H -2.024 2.938 0.023 0.02 -0.01 0.00
H -0.406 3.517 -0.318 -0.08 0.03 -0.02
H 1.265 4.282 1.001 0.03 -0.01 0.01
H 3.122 5.403 2.154 0.00 -0.03 -0.04
H 4.134 4.383 4.171 0.00 -0.01 0.00
H 3.218 2.247 5.043 -0.03 0.00 0.02
H 1.301 1.189 3.953 0.07 -0.08 -0.05
S -1.384 -1.141 2.176 0.24 0.58 -0.41

---

(3)
75
Properties=species:S:1:pos:R:3:forces:R:3 method="wB97M-V/def2-TZVPD" lumo_ev="-1.06 / -1.06" e_above_lowest_kcal_mol=0.0 multiplicity=7 s_squared=12.675 energy_ev=-131130.8501
Tb 0.538 0.275 -0.645 0.67 2.33 -0.89
C 5.154 -1.231 -0.578 -0.69 -0.59 -0.82
C 5.745 -1.087 0.702 0.27 -0.25 -0.88
C 4.951 -0.711 1.745 -1.08 0.28 -0.07
C 3.532 -0.535 1.528 0.40 1.04 -0.97
N 3.037 -0.331 0.247 1.04 -2.03 0.94
C 3.830 -0.835 -0.766 -0.51 0.57 0.52
N 2.779 -0.590 2.695 -1.52 -0.01 0.77
C 1.469 -0.578 2.699 0.16 -0.38 -1.96
N 0.723 -0.307 1.561 2.03 -0.29 0.58
C -0.565 -0.312 1.806 -2.88 0.40 0.65
N -1.366 0.085 0.851 2.47 0.33 0.18
C -2.636 0.540 1.062 -2.54 -0.24 -0.23
C -3.649 -0.370 0.697 1.06 -0.38 0.21
C -4.918 -0.125 1.095 -1.48 1.96 0.63
C -5.260 1.175 1.609 2.17 -0.94 -0.32
C -4.176 2.046 1.840 -0.75 -0.49 0.09
N -2.910 1.734 1.595 1.38 -1.31 -0.20
C -0.847 -0.765 3.201 0.41 -0.20 -0.15
C -2.019 -1.131 3.862 1.85 0.70 0.58
C -1.914 -1.438 5.241 0.42 -0.38 -0.97
C -0.643 -1.628 5.795 -0.02 0.37 -0.65
C 0.525 -1.435 5.015 0.59 -0.61 1.27
C 0.437 -0.940 3.747 -0.14 0.37 0.16
H 5.638 -1.736 -1.440 -0.03 0.64 0.82
H 6.808 -1.330 0.868 -0.65 0.26 -0.19
H 5.373 -0.528 2.733 -0.41 -0.37 -0.14
H 3.252 -0.942 -1.731 1.21 0.29 0.93
H -3.365 -1.319 0.230 -0.09 0.33 0.24
H -5.649 -0.914 1.069 -0.38 0.03 -0.38
H -6.267 1.445 1.811 -0.57 0.15 0.33
H -4.213 3.005 2.356 -0.81 -0.02 -0.34
H -2.896 -1.119 3.275 -1.21 0.13 -0.02
H -2.817 -1.613 5.815 0.17 -0.03 0.03
H -0.558 -1.920 6.837 0.07 -0.05 -0.16
H 1.513 -1.731 5.397 -0.50 0.38 0.09
B 0.615 4.356 -1.681 -0.34 -0.07 -1.22
N 1.260 3.340 -2.703 -0.22 -2.08 2.68
C 1.397 3.541 -3.989 0.78 -1.36 -0.66
C 1.548 2.288 -4.617 -0.43 0.48 1.41
C 1.484 1.345 -3.560 0.52 1.82 -0.68
N 1.387 1.972 -2.368 -0.90 1.02 -1.67
N 0.220 3.744 -0.317 -1.00 -0.75 1.56
C -0.655 4.378 0.513 1.50 -0.63 0.61
C -0.361 3.998 1.841 -0.71 1.14 -0.67
C 0.734 3.144 1.729 -1.74 -0.71 -0.87
N 0.958 2.839 0.426 1.01 0.98 0.12
H 1.403 5.214 -1.614 0.77 0.82 0.65
H -0.363 4.832 -2.253 0.02 -0.36 0.48
H 1.543 4.539 -4.395 -0.60 -0.26 0.12
H 1.535 2.218 -5.670 0.30 -0.66 -0.80
H 1.547 0.279 -3.621 0.03 -0.44 0.01
H -1.320 5.127 0.132 -0.20 0.03 -0.12
H -0.949 4.304 2.725 0.77 -0.20 -0.61
H 1.188 2.650 2.570 0.33 -0.46 -0.22
C -1.210 -4.000 -1.634 -0.50 0.03 1.11
As 0.608 -3.356 -1.959 -1.00 0.12 0.17
C 1.849 -4.370 -0.837 -0.55 -0.76 -0.48
C 0.796 -3.861 -3.815 0.49 0.19 0.13
O 0.841 -1.704 -1.605 -0.16 -1.85 -0.54
H -1.356 -5.062 -1.984 0.39 1.15 0.28
H -2.038 -3.349 -2.016 1.05 -0.41 0.04
H -1.280 -3.970 -0.520 -0.22 -0.23 -0.74
H 1.981 -5.447 -1.157 -0.07 1.39 0.07
H 1.549 -4.378 0.216 -0.11 0.28 -0.30
H 2.729 -3.758 -0.960 0.65 -0.22 0.17
H 1.114 -4.898 -3.880 -0.22 -0.22 0.19
H 1.588 -3.295 -4.270 0.27 0.47 -0.30
H -0.140 -3.706 -4.350 0.06 0.06 0.19
B -3.527 1.493 -3.264 -2.40 1.93 -1.11
C -2.260 0.967 -2.682 2.95 -1.31 1.68
N -1.296 0.594 -2.115 -1.73 0.43 -0.99
H -3.684 2.600 -2.685 0.24 -0.63 -0.26
H -3.555 1.750 -4.493 0.42 -0.45 0.84
H -4.515 0.838 -2.960 0.42 -0.23 0.02